A 2-piece molecular cluster, C4H4S2 overall at a distorted geometry. Source: OMol25; level of theory: ωB97M-V/def2-TZVPD.

Each atom is followed by the atoms it is bonded to, with distances in Å.
Positions of all 10 atoms, in Å:
1 H 0.0305 -0.5993 1.7953  C2 1.002
2 C 0.3113 -0.7788 0.8499  H1 1.002, C5 1.272, H8 1.032
3 H -1.6462 0.5758 -1.3733  C9 1.116
4 H -0.2506 1.8344 -0.9132  C9 1.113
5 C -0.2417 -0.0230 -0.0106  C2 1.272, C9 1.261
6 C 3.8578 0.2633 -0.0587  S7 1.544, S10 1.556
7 S 3.1032 1.5606 0.3023  C6 1.544
8 H 1.1395 -1.3783 0.7075  C2 1.032
9 C -0.7407 0.8444 -0.7779  H3 1.116, H4 1.113, C5 1.261
10 S 4.7617 -0.9802 -0.2984  C6 1.556

Summary:
largest force on an atom: 0.0726 hartree/bohr
relative energy (zero: lowest compared OMol25 entry of this formula, charge and spin): 1.936 eV
HOMO level: -0.3524 hartree
molar mass: 116.21 g mol⁻¹
Kohn-Sham gap: 0.3484 Ha